C3H6N2O2 | wB97M-V/def2-TZVPD

```
13
C3H6N2O2 (wB97M-V/def2-TZVPD)
N -1.689 -0.172 -0.729
C -0.463 0.095 -0.117
O -0.309 1.295 0.563
C 0.068 -0.991 0.846
O 1.247 -0.295 1.286
C 1.225 0.763 0.423
N 0.938 0.267 -0.875
H -2.057 0.605 -1.261
H -1.677 -1.034 -1.265
H 0.328 -1.900 0.299
H -0.550 -1.199 1.722
H 1.991 1.507 0.629
H 0.946 1.060 -1.520
```

Its charge is 0. The frontier orbital gap is 10.23 eV. Its LUMO energy is 0.939 eV.

---

C35H25CaF3N4Sb | wB97M-V/def2-TZVPD

```
69
C35H25CaF3N4Sb (wB97M-V/def2-TZVPD)
Ca -0.815 1.766 -0.718
C 0.786 2.722 -5.613
C 0.716 3.211 -4.319
C -0.062 2.545 -3.385
C -0.801 1.373 -3.691
C -0.722 0.912 -5.005
C 0.061 1.584 -5.942
N -1.521 0.840 -2.599
C -2.383 -0.170 -2.451
C -2.796 -1.132 -3.422
C -3.729 -2.075 -3.107
C -4.344 -2.169 -1.819
C -3.968 -1.312 -0.846
C -2.985 -0.322 -1.120
N -2.522 0.546 -0.175
N -2.940 0.528 1.028
C -2.383 1.578 1.823
C -2.776 1.629 3.150
C -2.329 2.665 3.943
C -1.485 3.632 3.412
C -1.120 3.507 2.098
N -1.550 2.505 1.297
H 1.390 3.228 -6.360
H 1.250 4.110 -4.042
H -0.141 2.992 -2.401
H -1.269 0.040 -5.323
H 0.097 1.204 -6.958
H -2.378 -1.123 -4.411
H -4.018 -2.785 -3.875
H -5.095 -2.928 -1.631
H -4.389 -1.354 0.152
H -3.449 0.866 3.516
H -2.638 2.725 4.979
H -1.119 4.458 4.007
H -0.459 4.236 1.649
F 6.767 -3.143 0.596
C 5.570 -2.558 0.472
C 4.439 -3.316 0.677
C 3.195 -2.704 0.552
C 3.109 -1.351 0.232
C 4.278 -0.620 0.009
C 5.522 -1.221 0.137
Sb 1.238 -0.383 0.078
C 0.034 -2.030 0.645
C -0.631 -2.677 -0.403
C -1.364 -3.836 -0.180
C -1.435 -4.326 1.103
F -2.157 -5.428 1.328
C -0.780 -3.733 2.165
C -0.033 -2.588 1.927
C 1.451 0.846 1.827
C 0.807 0.692 3.060
C 1.083 1.544 4.122
C 1.986 2.568 3.935
F 2.234 3.397 4.955
C 2.623 2.784 2.733
C 2.345 1.917 1.679
H 4.534 -4.366 0.929
H 2.305 -3.298 0.710
H 4.239 0.428 -0.267
H 6.443 -0.673 -0.026
H -0.582 -2.287 -1.414
H -1.876 -4.353 -0.985
H -0.843 -4.180 3.151
H 0.537 -2.175 2.744
H 0.068 -0.080 3.210
H 0.602 1.425 5.088
H 3.323 3.607 2.633
H 2.857 2.083 0.736
```

Its charge is +1. The frontier orbital gap (spin up / spin down) is 5.68 / 5.69 eV. Its LUMO energy (spin up / spin down) is -4.171 / -4.166 eV.